Record 1
{"formula": "C28H32N4O2", "method": "wB97M-V/def2-TZVPD", "elements": ["C", "O", "C", "C", "C", "C", "C", "C", "C", "N", "C", "C", "N", "C", "C", "C", "C", "C", "C", "O", "C", "C", "H", "H", "H", "H", "H", "H", "H", "H", "H", "H", "H", "H", "H", "H", "H", "H", "H", "H", "H", "H", "H", "H", "H", "H", "H", "C", "C", "C", "N", "C", "C", "C", "C", "C", "N", "C", "C", "H", "H", "H", "H", "H", "H", "H"], "positions_angstrom": [[-5.628, 3.261, -1.538], [-6.219, 2.307, -0.638], [-5.452, 1.321, -0.105], [-6.130, 0.172, 0.384], [-5.405, -0.918, 0.800], [-3.978, -0.916, 0.791], [-3.296, -2.024, 1.398], [-2.005, -2.494, 1.327], [-1.508, -3.296, 2.491], [-0.668, -2.544, 3.537], [0.791, -3.020, 3.490], [1.561, -2.401, 4.627], [0.699, -1.474, 5.419], [0.154, -0.427, 4.503], [-0.659, -1.028, 3.381], [-0.427, -2.255, 6.008], [-1.240, -2.902, 4.923], [-1.227, -2.479, 0.076], [-0.339, -3.678, -0.176], [-1.288, -1.524, -0.720], [-3.319, 0.251, 0.338], [-4.036, 1.364, -0.074], [-6.467, 3.638, -2.126], [-5.178, 4.074, -0.958], [-4.866, 2.824, -2.199], [-7.220, 0.178, 0.371], [-5.928, -1.809, 1.159], [-3.896, -2.549, 2.154], [-2.377, -3.675, 3.045], [-0.928, -4.188, 2.223], [0.764, -4.112, 3.559], [1.184, -2.705, 2.516], [1.933, -3.176, 5.307], [2.400, -1.807, 4.246], [-0.466, 0.250, 5.105], [1.013, 0.120, 4.096], [-0.213, -0.804, 2.404], [-1.700, -0.683, 3.395], [-0.002, -3.021, 6.667], [-1.048, -1.569, 6.593], [-2.276, -2.543, 4.929], [-1.206, -3.995, 4.989], [-0.716, -4.568, 0.342], [-0.322, -3.904, -1.242], [0.688, -3.467, 0.176], [-2.232, 0.268, 0.304], [-3.512, 2.267, -0.398], [1.886, -2.365, -2.427], [0.683, -1.740, -3.031], [-0.490, -2.480, -3.200], [-1.465, -3.106, -3.424], [0.831, -0.540, -3.798], [1.871, 0.392, -3.515], [2.185, 1.395, -4.416], [1.463, 1.521, -5.614], [1.833, 2.519, -6.580], [2.169, 3.317, -7.370], [0.380, 0.667, -5.866], [0.052, -0.340, -4.967], [2.736, -1.676, -2.412], [1.682, -2.722, -1.416], [2.178, -3.250, -3.015], [2.445, 0.281, -2.591], [3.017, 2.072, -4.211], [-0.188, 0.763, -6.795], [-0.738, -1.058, -5.209]], "atomic_forces_ev_per_a": [[0.0, 0.0, 0.4], [0.3, -0.5, 0.1], [0.5, -0.3, -0.3], [0.2, 0.7, -0.4], [0.5, 0.0, 0.3], [-0.7, 0.6, -0.7], [0.9, -0.4, 0.9], [-0.8, -0.1, 0.3], [-0.8, -0.9, -0.2], [0.3, 0.0, 0.7], [-1.0, -0.2, -0.8], [0.0, 1.1, 1.2], [-0.3, -0.3, -0.4], [0.9, -0.3, 1.3], [-0.6, -0.6, -0.7], [1.2, 0.9, 0.2], [-0.3, -0.2, -1.2], [0.6, 2.6, -1.8], [-0.1, -0.4, 0.1], [0.0, -2.1, 2.0], [-0.2, -0.4, 0.2], [-0.7, 0.1, -0.2], [0.2, 0.0, 0.1], [0.0, 0.0, -0.2], [-0.3, -0.1, 0.2], [0.3, -0.1, 0.0], [0.2, 0.3, -0.1], [0.0, 0.3, 0.0], [0.2, 0.2, -0.1], [0.0, 0.5, 0.0], [0.0, 0.2, -0.2], [-0.2, -0.3, 0.1], [0.1, 0.3, -0.1], [-0.1, -0.2, 0.2], [0.3, -0.1, -0.2], [-0.3, 0.0, 0.2], [-0.4, -0.2, 0.1], [0.2, -0.2, -0.2], [-0.1, 0.3, 0.0], [0.2, -0.2, 0.0], [0.2, -0.3, -0.2], [-0.2, 0.2, -0.2], [0.1, 0.1, -0.1], [0.1, 0.2, 0.1], [-0.4, -0.1, -0.2], [-0.3, 0.0, 0.0], [-0.2, -0.4, 0.1], [0.1, -0.6, 0.3], [-0.4, 1.1, -0.6], [-0.7, -0.9, -1.0], [1.2, 0.7, 0.6], [0.1, -1.0, 0.3], [0.1, 0.3, -0.4], [0.0, -0.3, 0.3], [0.2, 0.6, -0.3], [0.6, 1.1, -1.1], [-0.7, -1.4, 1.4], [-0.5, -0.7, 0.4], [0.0, 0.8, -0.6], [-0.2, -0.3, 0.1], [0.4, 0.1, 0.2], [0.2, 0.0, 0.1], [-0.2, 0.2, -0.4], [-0.3, -0.1, -0.1], [0.2, 0.0, 0.3], [0.3, 0.3, 0.1]], "e_homo_ev": -4.526, "orbital_gap_ev": 3.5, "e_tot_ev": -39604.632, "relative_energy_kj_mol": 754.4, "e_lumo_ev": -1.07, "total_charge": 0}

***

Record 2
{"formula": "C3H5NO2", "method": "wB97M-V/def2-TZVPD", "elements": ["C", "C", "C", "H", "H", "H", "H", "H", "N", "O", "O"], "positions_angstrom": [[-0.927, 0.574, -0.580], [0.572, 0.282, -0.745], [0.950, -0.260, 0.634], [1.036, 1.167, -1.085], [0.667, -0.639, -1.584], [2.045, -0.650, 0.692], [0.599, 0.564, 1.631], [-1.768, -0.344, 1.232], [-1.474, -0.682, 0.228], [-1.607, 1.306, -1.177], [-0.093, -1.318, 0.755]], "atomic_forces_ev_per_a": [[1.1, -4.5, 0.5], [-0.8, -2.1, -0.6], [-1.8, 0.7, 1.8], [0.8, 0.9, -0.4], [-0.2, 2.5, 2.3], [-2.3, 0.4, 0.3], [1.7, -2.1, -3.1], [0.2, -0.5, -2.5], [3.2, 2.0, 2.8], [-1.3, 1.5, -0.3], [-0.6, 1.2, -0.9]], "e_homo_ev": -10.163, "orbital_gap_ev": 10.8, "e_tot_ev": -8773.131, "relative_energy_kj_mol": 440.4, "e_lumo_ev": 0.67, "total_charge": 0}

***

Record 3
{"formula": "C4H7NO", "method": "wB97M-V/def2-TZVPD", "elements": ["C", "C", "C", "N", "C", "O", "H", "H", "H", "H", "H", "H", "H"], "positions_angstrom": [[0.952, 1.576, -0.430], [0.386, 0.413, 0.385], [-1.052, 0.018, -0.201], [0.035, -0.881, -0.124], [-0.254, -2.099, 0.427], [-1.333, -2.606, 0.205], [1.671, 1.337, -1.213], [1.384, 2.329, 0.242], [0.082, 2.055, -0.878], [0.858, 0.358, 1.394], [-1.930, -0.060, 0.436], [-1.333, 0.143, -1.264], [0.533, -2.584, 1.020]], "atomic_forces_ev_per_a": [[0.1, 0.0, -0.2], [-0.6, 0.2, -0.3], [0.2, 0.5, 0.4], [0.2, -0.7, -0.7], [0.0, -0.3, 0.0], [0.4, -0.4, 0.5], [0.1, -0.2, 0.1], [0.1, -0.3, -0.1], [0.4, 0.2, -0.3], [-1.6, 0.3, -0.2], [0.4, -0.5, 0.2], [0.3, 1.1, 0.7], [0.1, 0.0, -0.1]], "e_homo_ev": -9.343, "orbital_gap_ev": 10.3, "e_tot_ev": -7796.562, "relative_energy_kj_mol": 297.4, "e_lumo_ev": 0.97, "total_charge": 0}

***

Record 4
{"formula": "CH4Br2OSi", "method": "wB97M-V/def2-TZVPD", "elements": ["C", "O", "Si", "Br", "Br", "H", "H", "H", "H"], "positions_angstrom": [[0.259, -0.946, 0.656], [0.459, -0.245, -0.521], [-0.434, 1.065, -0.911], [1.166, -2.660, 0.466], [1.158, 0.170, 1.998], [-0.693, -1.094, 1.052], [-1.749, 0.452, -0.853], [0.248, 1.396, -2.255], [-0.414, 1.862, 0.367]], "atomic_forces_ev_per_a": [[3.3, 1.0, -1.2], [0.2, -2.2, 0.7], [0.1, 0.3, 0.1], [-0.4, 0.2, 0.2], [0.1, -0.3, 0.8], [-1.8, -0.3, 0.0], [-0.9, 0.3, -0.7], [-0.9, 0.3, 1.1], [0.1, 0.6, -1.0]], "e_homo_ev": -10.139, "orbital_gap_ev": 10.6, "e_tot_ev": -151111.384, "relative_energy_kj_mol": 270.3, "e_lumo_ev": 0.42, "total_charge": 0}

***

Record 5
{"formula": "C5H10", "method": "wB97M-V/def2-TZVPD", "elements": ["C", "C", "C", "C", "C", "H", "H", "H", "H", "H", "H", "H", "H", "H", "H"], "positions_angstrom": [[1.673, 0.298, 0.398], [0.818, -0.892, -0.048], [-0.597, -0.540, -0.498], [-1.062, 0.886, -0.613], [-1.611, 0.001, 0.470], [1.292, 0.762, 1.317], [2.705, -0.018, 0.586], [1.699, 1.068, -0.381], [1.330, -1.393, -0.879], [0.758, -1.632, 0.763], [-1.001, -1.221, -1.245], [-1.705, 1.167, -1.442], [-0.371, 1.667, -0.308], [-1.287, 0.189, 1.492], [-2.641, -0.340, 0.388]], "atomic_forces_ev_per_a": [[0.0, 0.0, 0.0], [0.0, 0.0, 0.0], [0.0, -0.1, 0.0], [0.0, 0.2, -0.1], [-0.1, 0.0, 0.2], [0.0, -0.1, -0.2], [-0.2, 0.0, 0.0], [0.1, -0.1, 0.1], [-0.1, 0.1, 0.1], [0.0, 0.1, -0.2], [0.1, 0.1, 0.1], [0.1, -0.1, 0.2], [-0.2, -0.1, -0.1], [0.0, 0.0, -0.2], [0.2, 0.0, 0.0]], "e_homo_ev": -10.094, "orbital_gap_ev": 11.4, "e_tot_ev": -5346.307, "relative_energy_kj_mol": 92.5, "e_lumo_ev": 1.28, "total_charge": 0}

***

Record 6
{"formula": "C11H4BrCl5MnNSbSe4", "method": "wB97M-V/def2-TZVPD", "elements": ["Mn", "Cl", "C", "C", "C", "Cl", "C", "Cl", "C", "Cl", "C", "Cl", "Se", "Sb", "Se", "Se", "Se", "Br", "C", "C", "C", "C", "C", "N", "H", "H", "H", "H"], "positions_angstrom": [[-0.393, -1.680, 0.564], [2.320, -1.710, -2.673], [2.322, -1.729, -0.932], [1.204, -2.187, -0.237], [1.326, -2.190, 1.152], [-0.001, -2.767, 2.096], [2.437, -1.720, 1.866], [2.466, -1.730, 3.610], [3.518, -1.277, 1.134], [4.926, -0.691, 1.944], [3.467, -1.302, -0.269], [4.839, -0.755, -1.166], [-5.434, 0.880, -0.343], [-4.399, -1.272, -0.773], [-4.949, -1.778, -3.090], [-5.837, -3.056, 0.027], [-2.217, -1.567, 0.044], [-0.726, 0.173, -2.634], [-0.552, 1.349, -1.160], [-0.449, 2.699, -1.463], [-0.391, 3.611, -0.429], [-0.458, 3.146, 0.869], [-0.560, 1.790, 1.086], [-0.578, 0.873, 0.107], [-0.429, 2.997, -2.501], [-0.329, 4.671, -0.636], [-0.449, 3.818, 1.715], [-0.674, 1.401, 2.091]], "atomic_forces_ev_per_a": [[4.5, 5.3, -3.3], [-0.1, -0.1, 0.2], [0.2, -0.3, -0.4], [1.3, -0.2, 0.8], [4.0, 0.3, -0.4], [0.2, -5.2, 6.4], [0.5, 0.1, 0.5], [0.0, 0.1, -0.6], [0.1, 0.0, 0.4], [-0.2, -0.1, -0.1], [0.0, 0.0, -0.5], [-0.1, -0.1, 0.1], [-0.1, 0.7, 0.0], [-2.0, -0.6, -1.1], [0.2, 0.2, 0.5], [-0.2, -0.3, 0.1], [-8.9, -0.1, -2.6], [0.1, 0.1, 0.2], [0.0, -0.2, 1.1], [-0.1, -0.2, -0.2], [0.0, 0.1, -0.1], [-0.1, 0.2, 0.3], [-0.1, -0.5, -0.1], [0.6, 0.6, -1.2], [0.0, 0.1, 0.0], [0.1, 0.0, 0.0], [0.0, 0.0, 0.0], [0.2, 0.0, 0.0]], "spin_multiplicity": 6, "e_homo_ev": [-8.027, -7.865], "orbital_gap_ev": [6.6, 4.9], "e_tot_ev": -444851.702, "relative_energy_kj_mol": 176.6, "e_lumo_ev": [-1.42, -3.00], "total_charge": 0}